A.
Here is a molecular structure, C6H9N from the OMol25 dataset. Energies are from ωB97M-V/def2-TZVPD.

Structure (ORCA input):
```
! wB97M-V def2-TZVPD RIJCOSX def2/J DEFGRID3
* xyz 0 1
N -0.253 -0.594 -0.755
C -0.363 1.024 1.000
C -1.143 -1.562 -0.116
C 1.059 -0.297 -0.116
C 0.679 0.242 1.282
C -0.473 0.861 -0.532
C 1.021 1.022 -0.935
H 1.169 0.043 2.227
H -1.286 1.352 -1.071
H 1.852 -1.041 -0.210
H 1.200 0.873 -2.002
H -2.091 -1.102 0.186
H -0.967 1.656 1.643
H -0.697 -1.999 0.788
H -1.364 -2.374 -0.815
H 1.564 1.878 -0.529
*
```

Orbital gap   9.74 eV


B.
Here is C6H9N in the gas phase from the OMol25 dataset. Energies are from ωB97M-V/def2-TZVPD.

Structure (ORCA input):
```
! wB97M-V def2-TZVPD RIJCOSX def2/J DEFGRID3
* xyz 0 1
N 0.526 1.448 0.285
C -1.426 -1.102 -0.582
C 1.811 -0.516 -0.475
C -1.521 0.727 1.144
C 0.617 0.171 0.090
C -0.684 -0.414 0.578
C -0.739 1.805 0.916
H 1.506 -1.372 -1.085
H 2.432 0.145 -1.086
H -0.841 -1.907 -1.042
H 2.435 -0.908 0.338
H -0.461 -1.168 1.348
H -2.364 -1.513 -0.203
H -1.678 -0.363 -1.351
H 1.258 2.102 0.023
H -0.871 2.866 1.104
*
```

Orbital gap   7.66 eV


C.
Here is C6H9N in the gas phase from the OMol25 dataset. Energies are from ωB97M-V/def2-TZVPD.

Structure (ORCA input):
```
! wB97M-V def2-TZVPD RIJCOSX def2/J DEFGRID3
* xyz 0 1
N -1.924 -0.503 -0.894
C -0.281 1.123 0.082
C 0.460 -0.195 0.066
C -0.923 -0.923 0.081
C -1.637 0.361 0.217
C 0.569 0.713 -1.106
C 1.598 -0.668 0.930
H 2.083 -1.559 0.509
H 2.363 0.110 1.037
H -1.107 -1.841 0.628
H 1.510 1.256 -1.175
H -2.457 0.641 0.866
H 1.248 -0.926 1.937
H 0.167 0.439 -2.080
H -0.049 2.018 0.646
H -1.622 -0.047 -1.746
*
```

Orbital gap   9.65 eV
SMILES string   C[C@]12C[C@H]1[C@H]1N[C@H]12


Relative energy table, unit kcal/mol: A 0.0; B 10.7; C 15.9


A.
Here is a molecular structure, C43H33BCaCl2N5O4P from the OMol25 dataset. Energies are from ωB97M-V/def2-TZVPD.

Structure (ORCA input):
```
! wB97M-V def2-TZVPD RIJCOSX def2/J DEFGRID3
* xyz -2 1
Ca 0.866 0.060 0.762
Cl 1.805 -4.453 -1.752
Cl 5.227 -5.496 2.251
P -0.176 0.084 -1.971
O 1.844 1.488 -0.464
O -2.508 1.951 0.775
O 1.323 -1.867 -0.288
O 0.026 -0.626 2.578
N 2.707 -0.991 1.879
N -4.060 -0.024 1.469
N 0.236 1.572 3.334
N 0.800 1.857 2.089
N -2.052 1.749 -0.476
C -0.138 0.308 3.436
C -0.894 3.923 -4.547
C 3.235 -0.605 3.017
C 2.012 4.797 -1.938
C -1.720 -0.904 -2.230
C -0.318 2.800 -5.116
C -1.661 2.802 -1.067
C -0.862 -1.322 5.180
C 4.123 -4.370 1.476
C 2.311 -0.421 -3.105
C -0.133 1.655 -4.355
C -2.355 0.603 6.508
C -0.529 1.579 -3.016
C 1.668 5.613 -0.854
C 2.851 -1.998 -4.842
C 2.962 -2.235 1.401
C 2.592 -3.881 -0.312
C 2.228 -2.621 0.196
C -2.527 -0.832 -3.365
C 4.415 -2.665 3.281
C -4.811 -0.802 1.869
C 3.511 -4.730 0.311
C -2.095 -1.766 -1.199
C 3.242 -1.000 -3.956
C 0.598 -1.838 -3.997
C -1.575 -1.663 6.322
C -0.879 -0.016 4.703
C 0.967 -0.817 -3.129
C 1.389 3.621 0.525
C -1.630 0.947 5.374
C -3.667 -1.619 -3.474
C 0.937 3.096 1.813
C -2.326 -0.703 6.987
C -1.298 3.880 -3.225
C 1.530 -2.419 -4.852
C 4.092 -1.428 3.765
C -3.239 -2.547 -1.299
C 1.367 5.008 0.352
C -4.023 -2.480 -2.442
C 2.064 3.426 -1.799
C 1.770 2.774 -0.570
C 3.858 -3.115 2.064
C -1.154 2.729 -2.452
B -5.872 -1.869 2.366
H -1.564 -2.685 6.684
H 0.347 0.806 -4.816
H 2.972 0.392 3.360
H -0.298 -2.066 4.630
H -2.269 -0.147 -4.166
H -1.031 4.826 -5.132
H 0.636 3.826 2.565
H 3.576 -2.460 -5.504
H -3.062 1.123 1.007
H -0.426 -2.188 -4.014
H -3.530 -3.184 -0.472
H 4.487 -1.078 4.710
H -1.645 1.952 4.976
H -6.962 -1.321 2.399
H 1.086 5.622 1.204
H 2.236 5.243 -2.902
H -2.959 1.349 7.011
H 5.091 -3.313 3.822
H 1.221 -3.217 -5.518
H -1.751 4.756 -2.770
H -2.906 -0.975 7.861
H -5.883 -2.786 1.561
H 4.277 -0.678 -3.923
H -4.287 -1.553 -4.361
H 2.614 0.335 -2.387
H 3.718 -5.695 -0.133
H -0.001 2.817 -6.154
H -5.559 -2.264 3.473
H -1.493 -1.816 -0.300
H -4.918 -3.086 -2.523
H 1.631 6.691 -0.959
H -1.733 3.774 -0.578
H 2.327 2.802 -2.646
*
```

Orbital gap   6.50 eV


B.
Here is a molecular structure, C43H33BCaCl2N5O4P from the OMol25 dataset. Energies are from ωB97M-V/def2-TZVPD.

Structure (ORCA input):
```
! wB97M-V def2-TZVPD RIJCOSX def2/J DEFGRID3
* xyz -2 1
Ca -0.008 0.232 0.347
Cl -0.251 2.336 7.249
Cl -3.757 1.197 3.345
P -1.230 -2.583 0.611
O -1.586 0.838 -0.801
O -1.365 0.030 1.958
O 0.809 -1.516 -1.850
O 1.933 0.715 -0.224
N -0.142 -2.404 -1.558
N 2.117 -2.205 0.548
N 1.526 2.733 0.809
N 1.182 0.187 2.770
N 0.219 2.377 0.581
C 1.348 -2.901 1.602
C 5.696 3.156 1.436
C -0.551 1.682 5.652
C 2.436 0.250 3.146
C -2.098 2.886 0.361
C -4.445 3.501 0.571
C 2.836 0.811 4.370
C -2.123 1.115 3.928
C 6.512 2.052 1.220
C 4.607 0.815 0.435
C 1.536 -5.718 1.008
C 2.567 -5.169 1.658
C -2.271 -3.631 4.519
C 2.317 1.757 0.389
C -3.810 -5.222 -2.220
C 0.350 -4.944 0.639
C 0.521 1.222 4.863
C -1.841 1.641 5.186
C -1.038 -2.702 -2.404
C -2.882 -4.335 -2.731
C -2.078 -3.578 -1.880
C -1.570 -3.539 3.323
C 3.780 1.914 0.669
C -0.718 3.241 0.637
C 3.213 -2.876 0.774
C -2.245 -3.676 -0.471
C 5.963 0.880 0.716
C -3.379 -2.298 2.364
C 4.337 3.088 1.164
C -2.446 1.667 -0.329
C 1.883 1.292 5.225
C 0.222 0.665 3.590
C 2.630 -3.711 1.935
C -4.804 2.303 -0.053
C -3.955 -5.351 -0.845
C -3.105 3.770 0.760
C -3.840 1.429 -0.497
C -4.091 -2.410 3.546
C -3.534 -3.074 4.631
C -2.115 -2.874 2.227
C -3.191 -4.577 0.015
C -1.137 0.568 3.082
C 0.216 -3.656 0.969
B 4.652 -2.936 0.108
H -0.443 -5.463 0.111
H 4.803 -4.091 -0.273
H -0.488 4.283 0.884
H 5.478 -2.715 0.989
H 4.168 -0.092 0.037
H 1.535 -6.776 0.771
H -5.853 2.060 -0.185
H -4.121 0.501 -0.983
H 3.691 3.939 1.337
H -4.419 -5.820 -2.888
H -2.649 2.028 5.792
H 2.153 1.729 6.178
H -4.672 -6.056 -0.440
H 7.572 2.106 1.444
H -0.594 -4.002 3.243
H -3.788 -1.739 1.528
H -1.064 -2.319 -3.424
H 3.094 -3.489 2.898
H 6.129 4.076 1.815
H -3.328 -4.674 1.083
H 3.422 -5.768 1.951
H 4.759 -2.149 -0.813
H 6.581 0.010 0.531
H -5.068 -1.952 3.634
H -1.827 -4.145 5.365
H 1.485 -1.636 -1.083
H -2.813 4.687 1.265
H 3.889 0.864 4.613
H 3.167 -0.169 2.466
H -2.747 -4.242 -3.803
H -5.207 4.189 0.920
H 0.976 -2.231 2.381
H -4.078 -3.136 5.567
*
```

Orbital gap   6.32 eV


Relative energy table, unit kcal/mol: A 0.0; B 70.3